Entry P
Computed, not measured: one molecule with the formula C3H7FO2, with wB97M-V/def2-TZVPD.

Atoms and positions in Å:
C (-1.995, -0.178, -0.207)
O (-0.908, -0.237, 0.614)
C (0.178, 0.346, 0.043)
F (0.211, 1.736, 0.142)
C (1.461, -0.291, 0.639)
O (2.606, -0.276, -0.263)
H (-2.806, -0.765, 0.243)
H (-1.893, -0.683, -1.288)
H (-2.361, 0.884, -0.518)
H (0.055, 0.223, -1.007)
H (1.768, 0.161, 1.580)
H (1.176, -1.446, 0.778)
H (2.508, 0.526, -0.757)

2S+1 ... 1
SMILES ... CO[C@@H](F)CO
Highest occupied orbital energy ... -10.64 eV
HOMO-LUMO gap ... 11.5644 eV



Entry Q
Computed, not measured: one molecule with the formula C3H7FO2, with wB97M-V/def2-TZVPD.

Atoms and positions in Å:
O (-0.995, 2.241, -0.264)
C (-0.023, 1.222, -0.657)
C (-0.484, 0.001, 0.017)
F (-0.846, 0.376, 1.327)
C (0.594, -0.957, 0.043)
O (0.129, -2.335, 0.299)
H (-1.288, 1.733, 0.591)
H (0.052, 1.339, -1.782)
H (0.986, 1.307, -0.016)
H (-1.431, -0.456, -0.462)
H (1.291, -0.968, -0.819)
H (1.173, -0.577, 0.830)
H (0.841, -2.924, 0.892)

2S+1 ... 1
SMILES ... OCC(F)CO
Highest occupied orbital energy ... -10.21 eV
HOMO-LUMO gap ... 10.7911 eV



entry P is preferred energetically. Next in line: 19.5 kcal/mol higher.



Entry P
Computed, not measured: an isolated ion of composition C3H10N5 and charge +1, with wB97M-V/def2-TZVPD.

Atoms and positions in Å:
N (-2.555, -0.693, -0.318)
C (-1.320, -0.317, 0.349)
C (-1.101, 1.197, 0.187)
C (0.052, 1.837, -0.119)
N (1.265, 0.978, -0.132)
N (1.235, -0.283, 0.347)
N (2.371, -0.896, -0.233)
N (-0.046, -1.094, -0.076)
H (-3.127, -1.327, 0.329)
H (-2.424, -1.119, -1.257)
H (-1.428, -0.555, 1.427)
H (-2.036, 1.712, 0.415)
H (0.326, 2.878, -0.410)
H (1.732, 1.026, -1.020)
H (1.219, -0.231, 1.485)
H (3.124, -0.205, -0.075)
H (2.528, -1.775, 0.134)
H (0.185, -1.135, -1.034)

2S+1 ... 1
Charge ... +1
SMILES ... N[C@@H]1C=CN[N@H+](N)N1
Highest occupied orbital energy ... -13.53 eV
HOMO-LUMO gap ... 10.1754 eV



Entry Q
Computed, not measured: C3H10N5 as an isolated structure, with wB97M-V/def2-TZVPD.

Atoms and positions in Å:
C (-0.497, 0.494, 2.766)
C (0.087, 0.082, 1.611)
C (-1.704, 0.402, -1.817)
N (-0.289, 0.229, 0.379)
N (0.319, -0.213, -0.673)
N (0.430, 0.107, -2.957)
N (-0.235, 0.061, -1.804)
N (1.615, -0.947, 1.965)
H (0.084, 0.498, 3.651)
H (-1.373, 1.000, 2.863)
H (-2.146, -0.248, -2.494)
H (-2.031, 0.251, -0.800)
H (-1.872, 1.436, -2.144)
H (0.283, -0.807, -3.496)
H (1.414, 0.474, -2.980)
H (1.786, -1.457, 1.114)
H (2.466, -0.440, 2.122)
H (1.398, -1.555, 2.685)

2S+1 ... 1
Charge ... +1
Highest occupied orbital energy ... -12.23 eV
HOMO-LUMO gap ... 8.1853 eV



entry P is preferred energetically. Next in line: 4.1 kcal/mol higher.



Entry P
Computed, not measured: an isolated ion of composition C3H7N3O and charge +2, with wB97M-V/def2-TZVPD.

Atoms and positions in Å:
C (-2.716, -0.271, 0.043)
C (-1.346, -0.137, -0.131)
N (-0.168, -0.078, 0.025)
C (1.164, 0.306, -0.010)
N (1.616, 1.532, 0.079)
N (1.950, -0.730, 0.072)
O (3.265, -0.549, -0.062)
H (-3.171, 0.774, -0.313)
H (-2.778, -0.781, 0.991)
H (-3.161, -0.803, -0.830)
H (1.170, 2.249, -0.459)
H (2.542, 1.554, 0.446)
H (1.827, -1.664, 0.498)
H (3.752, -1.221, -0.623)

2S+1 ... 1
Charge ... +2
SMILES ... CC#[N+]C(=[NH2+])NO
Highest occupied orbital energy ... -19.82 eV
HOMO-LUMO gap ... 9.4043 eV



Entry Q
Computed, not measured: a 2-piece molecular cluster, C3H7N3O overall, with wB97M-V/def2-TZVPD.

Atoms and positions in Å:
C (1.645, -0.426, -0.096)
C (-0.280, 1.201, -0.234)
C (2.713, -1.344, -0.143)
N (0.719, 0.348, -0.047)
N (-2.633, -0.420, 0.184)
N (-0.582, 2.343, 0.287)
O (-3.305, -1.356, -0.314)
H (2.555, -2.232, -0.796)
H (3.161, -1.554, 0.807)
H (3.436, -0.636, -0.573)
H (-3.034, -0.157, 1.008)
H (-0.159, 2.956, 0.997)
H (-1.335, 3.002, 0.012)
H (-2.900, -1.724, -1.092)

2S+1 ... 1
Charge ... +2
Highest occupied orbital energy (alpha / beta) ... -17.52 / -16.85 eV
HOMO-LUMO gap (alpha / beta) ... 6.2036 / 4.5507 eV



entry P is preferred energetically. Next in line: 88.7 kcal/mol higher.



Entry P
Computed, not measured: a 2-piece molecular cluster, CH2Cl2O3 overall, with wB97M-V/def2-TZVPD.

Atoms and positions in Å:
O (-1.663, 0.449, -0.146)
C (-0.547, 0.493, -0.562)
O (0.447, 1.220, -0.063)
O (-0.216, -0.232, -1.630)
Cl (1.403, -0.165, -2.188)
H (0.159, 1.709, 0.720)
Cl (0.493, -1.185, 2.082)
H (-0.075, -2.289, 1.787)

2S+1 ... 1
SMILES ... O=C(O)OCl.Cl
Highest occupied orbital energy ... -11.22 eV
HOMO-LUMO gap ... 10.6488 eV



Entry Q
Computed, not measured: one molecule with the formula CH2Cl2O3, with wB97M-V/def2-TZVPD.

Atoms and positions in Å:
O (1.286, 0.026, -0.090)
C (0.540, -1.050, -0.300)
O (-0.785, -0.644, -0.620)
Cl (0.351, -1.999, 1.296)
O (1.158, -1.917, -1.138)
Cl (1.702, -1.624, -2.744)
H (0.749, 0.792, -0.480)
H (-1.352, -1.484, -0.638)

2S+1 ... 1
SMILES ... OC(O)(Cl)OCl
Highest occupied orbital energy ... -11.03 eV
HOMO-LUMO gap ... 10.0811 eV



entry P is preferred energetically. Next in line: 21.9 kcal/mol higher.



Entry P
Computed, not measured: CH3N5S as an isolated structure, with wB97M-V/def2-TZVPD.

Atoms and positions in Å:
C (-0.609, -0.759, 0.183)
H (1.023, 1.894, -0.601)
H (0.708, 1.812, 1.167)
H (-2.159, 0.790, -0.603)
N (0.492, 1.392, 0.112)
N (0.481, 0.000, -0.185)
N (1.523, -0.756, -0.152)
N (1.108, -1.932, -0.036)
N (-0.349, -1.938, 0.165)
S (-2.218, -0.503, -0.051)

2S+1 ... 1
Highest occupied orbital energy ... -9.46 eV
HOMO-LUMO gap ... 9.6959 eV



Entry Q
Computed, not measured: one molecule with the formula CH3N5S, with wB97M-V/def2-TZVPD.

Atoms and positions in Å:
H (1.653, -1.561, -1.452)
N (1.626, -0.740, -0.851)
C (0.441, -0.357, -0.675)
N (-0.772, -0.853, -1.203)
N (-1.741, -0.301, -0.641)
N (-1.339, 0.517, 0.390)
N (0.048, 0.705, 0.179)
S (0.999, 1.174, 1.574)
H (-1.888, 1.355, 0.402)
H (0.973, 0.063, 2.277)

2S+1 ... 1
SMILES ... [H]/N=c1\nn[nH]n1S
Highest occupied orbital energy ... -9.39 eV
HOMO-LUMO gap ... 9.4147 eV



entry Q is preferred energetically. Next in line: 27.2 kcal/mol higher.



Entry P
Computed, not measured: C7H11NO2 as an isolated structure, with wB97M-V/def2-TZVPD.

Atoms and positions in Å:
C (-0.860, -0.189, -0.221)
C (-1.486, -0.177, 0.913)
C (1.612, 1.147, 0.254)
C (1.404, -1.575, -0.579)
C (1.145, -0.733, -1.819)
C (0.557, -0.299, -0.475)
C (-2.998, -0.093, 1.161)
N (0.876, 1.706, 1.296)
O (2.674, 1.443, -0.274)
O (2.275, -0.157, -2.459)
H (-1.364, -0.061, -1.207)
H (-1.007, -0.299, 1.879)
H (0.935, -2.596, -0.564)
H (2.306, -1.561, 0.000)
H (0.404, -1.058, -2.528)
H (-3.425, -1.130, 1.173)
H (-3.100, 0.155, 2.217)
H (-3.519, 0.593, 0.570)
H (-0.132, 1.559, 1.223)
H (1.298, 2.588, 1.669)
H (2.404, 0.736, -2.228)

2S+1 ... 1
Highest occupied orbital energy ... -8.95 eV
HOMO-LUMO gap ... 9.6900 eV



Entry Q
Computed, not measured: one molecule with the formula C7H11NO2, with wB97M-V/def2-TZVPD.

Atoms and positions in Å:
C (-1.907, -0.730, -0.043)
C (0.052, 1.344, 1.744)
C (1.309, -1.061, -1.141)
C (1.055, 1.647, -0.408)
C (-1.201, 0.565, -0.341)
C (0.167, 0.789, 0.306)
C (0.926, -0.564, 0.229)
O (-1.050, 0.823, -1.734)
N (1.106, -1.173, 1.335)
O (1.969, 2.160, -0.886)
H (-1.904, 0.686, -2.160)
H (1.542, -2.081, 1.188)
H (-2.972, -0.620, -0.272)
H (-1.831, -0.976, 1.016)
H (-1.540, -1.600, -0.618)
H (1.029, 1.457, 2.215)
H (-0.486, 2.290, 1.720)
H (-0.513, 0.616, 2.318)
H (0.564, -0.797, -1.893)
H (2.263, -0.630, -1.456)
H (1.423, -2.146, -1.119)

2S+1 ... 1
Highest occupied orbital energy (alpha / beta) ... -5.67 / -7.51 eV
HOMO-LUMO gap (alpha / beta) ... 5.7020 / 8.2177 eV



entry P is preferred energetically. Next in line: 36.9 kcal/mol higher.



Entry P
Computed, not measured: a 2-piece molecular cluster, C2H3F3N2 overall, with wB97M-V/def2-TZVPD.

Atoms and positions in Å:
C (0.085, 0.885, -0.442)
C (0.652, -0.031, 1.951)
N (-1.907, -0.283, -0.813)
N (-0.931, 0.388, -0.707)
F (-0.582, -0.504, 1.864)
F (0.556, 1.304, 1.982)
F (1.105, -0.466, 3.224)
H (0.693, 1.607, -0.761)
H (1.421, -0.314, 1.148)
H (-2.498, 0.075, -0.047)

2S+1 ... 1
Highest occupied orbital energy ... -9.11 eV
HOMO-LUMO gap ... 10.0341 eV



Entry Q
Computed, not measured: one molecule with the formula C2H3F3N2, with wB97M-V/def2-TZVPD.

Atoms and positions in Å:
C (-0.416, 0.598, 1.788)
N (-0.528, -0.097, 0.477)
N (0.512, 0.065, -0.193)
C (0.372, -0.594, -1.752)
F (-0.303, 0.264, -2.504)
F (-0.170, -1.772, -1.792)
F (1.605, -0.614, -2.205)
H (0.664, 0.728, 1.780)
H (-0.765, -0.029, 2.572)
H (-0.972, 1.451, 1.830)

2S+1 ... 1
SMILES ... C/N=N/C(F)(F)F
Highest occupied orbital energy ... -9.78 eV
HOMO-LUMO gap ... 10.2053 eV



entry Q is preferred energetically. Next in line: 41.7 kcal/mol higher.



Entry P
Computed, not measured: a 2-piece molecular cluster, C20H23N5O5S overall, with wB97M-V/def2-TZVPD.

Atoms and positions in Å:
N (-1.313, -1.416, 9.295)
S (-0.327, -0.097, 9.120)
O (0.921, -0.457, 9.788)
O (-1.070, 0.988, 9.761)
C (-0.180, 0.094, 7.325)
C (0.083, -1.012, 6.509)
C (0.192, -0.855, 5.124)
C (0.037, 0.413, 4.525)
C (0.108, 0.593, 3.058)
N (-0.302, 1.728, 2.531)
C (-0.290, 1.925, 1.157)
C (-0.761, 3.132, 0.638)
C (-0.778, 3.354, -0.744)
C (-0.324, 2.357, -1.613)
C (0.154, 1.145, -1.098)
C (0.175, 0.936, 0.288)
C (0.667, -0.284, 0.899)
O (1.193, -1.191, 0.272)
N (0.590, -0.427, 2.253)
C (-0.219, 1.514, 5.365)
C (-0.326, 1.359, 6.748)
H (-2.251, -1.067, 9.162)
H (-1.174, -1.712, 10.251)
H (0.198, -1.999, 6.954)
H (0.380, -1.740, 4.525)
H (-1.116, 3.893, 1.325)
H (-1.148, 4.296, -1.137)
H (-0.345, 2.526, -2.685)
H (0.509, 0.359, -1.759)
H (1.025, -1.244, 2.654)
H (-0.344, 2.507, 4.942)
H (-0.527, 2.228, 7.372)
C (0.425, -1.117, -9.005)
N (0.261, -0.447, -7.716)
C (0.099, -1.095, -6.555)
O (0.118, -2.320, -6.494)
C (-0.102, -0.217, -5.298)
C (1.205, 0.409, -4.787)
N (-0.879, -0.825, -4.204)
C (-0.634, -1.873, -3.414)
C (0.735, -2.519, -3.322)
O (-1.534, -2.281, -2.697)
H (-0.461, -1.718, -9.221)
H (1.291, -1.782, -8.967)
H (0.567, -0.385, -9.800)
H (0.257, 0.560, -7.704)
H (-0.710, 0.621, -5.639)
H (1.642, 1.033, -5.566)
H (1.011, 1.031, -3.917)
H (1.924, -0.367, -4.527)
H (-1.828, -0.502, -4.109)
H (0.630, -3.472, -2.804)
H (1.148, -2.703, -4.308)
H (1.398, -1.878, -2.746)

2S+1 ... 1
SMILES ... NS(=O)(=O)c1ccc(-c2nc3ccccc3c(=O)[nH]2)cc1.CNC(=O)[C@H](C)NC(C)=O
Highest occupied orbital energy ... -8.82 eV
HOMO-LUMO gap ... 7.9928 eV



Entry Q
Computed, not measured: one molecule with the formula C20H23N5O5S, with wB97M-V/def2-TZVPD.

Atoms and positions in Å:
C (0.106, -3.441, -3.758)
C (1.139, -2.326, -3.779)
O (2.111, -2.503, -2.736)
C (1.811, -2.056, -1.532)
O (0.797, -1.471, -1.240)
C (2.938, -2.386, -0.560)
C (3.044, -3.888, -0.338)
S (2.615, -1.541, 1.036)
C (2.454, 0.048, 0.354)
N (3.165, 0.524, -0.633)
N (2.647, 1.715, -0.964)
C (1.652, 1.967, -0.160)
C (0.642, 3.048, -0.340)
C (-0.554, 2.324, -0.896)
C (-1.719, 2.167, -0.236)
C (-2.731, 1.261, -0.735)
O (-3.775, 0.987, -0.184)
N (-2.394, 0.656, -1.944)
C (-1.227, 0.796, -2.650)
O (-0.991, 0.207, -3.676)
N (-0.342, 1.691, -2.088)
N (1.479, 0.929, 0.717)
C (0.436, 0.780, 1.658)
C (-0.533, -0.191, 1.456)
C (-1.616, -0.278, 2.309)
C (-1.738, 0.605, 3.380)
O (-2.746, 0.621, 4.280)
C (-3.891, -0.191, 4.081)
C (-4.830, 0.370, 3.019)
C (-0.735, 1.558, 3.590)
C (0.341, 1.651, 2.737)
H (-0.591, -3.294, -4.577)
H (-0.447, -3.419, -2.822)
H (0.586, -4.411, -3.865)
H (1.720, -2.342, -4.703)
H (0.646, -1.356, -3.664)
H (3.870, -1.978, -0.958)
H (3.245, -4.381, -1.286)
H (2.116, -4.275, 0.077)
H (3.853, -4.105, 0.355)
H (0.391, 3.535, 0.600)
H (1.037, 3.778, -1.048)
H (-1.909, 2.651, 0.706)
H (-3.061, -0.011, -2.316)
H (0.569, 1.765, -2.527)
H (-0.441, -0.863, 0.617)
H (-2.365, -1.028, 2.115)
H (-3.599, -1.221, 3.847)
H (-4.387, -0.191, 5.056)
H (-5.708, -0.265, 2.940)
H (-4.350, 0.427, 2.045)
H (-5.147, 1.371, 3.301)
H (-0.831, 2.222, 4.434)
H (1.108, 2.393, 2.902)

2S+1 ... 1
SMILES ... CCOC(=O)[C@H](C)Sc1nnc(Cc2cc(=O)[nH]c(=O)[nH]2)n1-c1ccc(OCC)cc1
Highest occupied orbital energy ... -8.59 eV
HOMO-LUMO gap ... 9.2120 eV



entry Q is preferred energetically. Next in line: 18.1 kcal/mol higher.



Entry P
Computed, not measured: one molecule with the formula C4H9FO, with wB97M-V/def2-TZVPD.

Atoms and positions in Å:
C (1.450, 1.193, -0.177)
C (1.162, -0.321, 0.200)
F (2.163, -1.045, -0.307)
C (-0.238, -0.859, -0.174)
C (-1.566, -0.274, 0.352)
O (-2.599, -0.132, -0.452)
H (2.252, 1.529, 0.505)
H (1.799, 1.085, -1.212)
H (0.522, 1.767, 0.053)
H (1.303, -0.580, 1.236)
H (-0.270, -0.875, -1.301)
H (-0.058, -1.952, -0.004)
H (-1.359, 0.700, 0.951)
H (-1.985, -0.959, 1.154)
H (-2.576, 0.723, -0.824)

2S+1 ... 1
SMILES ... C[C@H](F)CCO
Highest occupied orbital energy ... -10.62 eV
HOMO-LUMO gap ... 11.4585 eV



Entry Q
Computed, not measured: a 3-piece molecular cluster, C4H9FO overall, with wB97M-V/def2-TZVPD.

Atoms and positions in Å:
C (0.212, 0.701, 1.076)
C (1.917, -0.401, -0.308)
C (-2.216, -1.060, -0.440)
C (0.580, 0.241, -0.325)
O (-2.799, -0.265, 0.175)
F (-3.611, 1.100, -0.687)
H (-0.638, 1.367, 1.167)
H (1.187, 1.314, 1.309)
H (-0.022, -0.132, 1.839)
H (2.133, -0.981, -1.260)
H (1.837, -1.136, 0.516)
H (2.897, 0.204, -0.056)
H (-0.041, -0.692, -0.517)
H (-1.943, -1.304, -1.482)
H (0.507, 1.042, -1.007)

2S+1 ... 1
Highest occupied orbital energy (alpha / beta) ... -11.42 / -9.49 eV
HOMO-LUMO gap (alpha / beta) ... 10.4663 / 8.4172 eV



Entry R
Computed, not measured: one molecule with the formula C4H9FO, with wB97M-V/def2-TZVPD.

Atoms and positions in Å:
C (-0.728, -0.078, -1.190)
C (0.162, -0.021, -0.055)
C (0.400, -1.324, 0.689)
O (1.464, 0.133, -0.636)
C (-0.169, 1.112, 0.820)
F (-1.324, 0.779, 1.462)
H (-0.399, -0.849, -1.952)
H (-1.793, -0.293, -0.931)
H (-0.740, 0.893, -1.776)
H (0.722, -2.092, -0.009)
H (-0.524, -1.654, 1.130)
H (1.156, -1.076, 1.409)
H (1.642, 1.073, -0.738)
H (0.578, 1.402, 1.585)
H (-0.448, 1.994, 0.192)

2S+1 ... 1
SMILES ... CC(C)(O)CF
Highest occupied orbital energy ... -10.57 eV
HOMO-LUMO gap ... 11.4839 eV



entry R is preferred energetically. Next in line: 18.6 kcal/mol higher.